Entry from the OMol25 dataset: a molecular structure, C17H34Br2FN2O12S2 at a distorted geometry (ωB97M-V with the def2-TZVPD basis set).

```
70
Properties=species:S:1:pos:R:3:lowdin_charge:R:1
C -4.6233 -0.3938 -0.5680 -0.19
C -4.9954 -1.8521 -0.6725 -0.73
Br -4.9677 -2.2772 -2.5914 0.63
C -4.1036 -2.8573 0.1510 -0.74
Br -3.0426 -4.0550 -0.9507 0.73
S -3.1348 -2.0873 1.4748 0.44
O -2.5909 -3.1453 2.2640 -0.31
O -4.1486 -1.3429 2.1832 -0.34
N -2.0633 -0.9831 0.9658 -0.29
S -0.7357 -1.5157 0.2021 0.49
O 0.3382 -0.6321 0.5615 -0.32
O -0.3822 -2.8847 0.3865 -0.33
C -0.9544 -1.1654 -1.5929 -0.46
O -0.9297 -2.0095 -2.4306 0.10
N -1.0674 0.2399 -1.9098 0.14
C -0.5219 0.5138 -3.1662 -0.52
O 0.5780 0.9438 -3.3723 0.17
F -1.3545 0.2719 -4.1805 0.13
H -5.3191 0.1686 -1.1725 0.07
H -3.6430 -0.2064 -0.9572 0.03
H -4.6814 -0.0251 0.4424 0.07
H -6.0238 -1.9515 -0.3898 0.08
H -4.7730 -3.5174 0.6632 0.06
H -2.0222 0.5670 -1.8386 0.13
C 6.7266 -1.0757 -5.0910 -0.13
O 5.6346 -0.9345 -4.2167 -0.19
C 4.4359 -0.5065 -4.8465 -0.19
C 3.2188 -1.2531 -4.3448 -0.18
O 3.1306 -2.6117 -4.7490 -0.12
C 4.0193 -3.5548 -4.1758 -0.19
C 3.7617 -3.8617 -2.7132 -0.21
O 4.1355 -2.7906 -1.8697 -0.20
C 3.2222 -2.5447 -0.8096 -0.09
H 7.1694 -0.1012 -5.3304 0.08
H 7.4756 -1.6877 -4.5892 0.09
H 6.4365 -1.5819 -6.0188 0.08
H 4.5064 -0.6233 -5.9339 0.12
H 4.2999 0.5585 -4.6199 0.13
H 2.3459 -0.7713 -4.7904 0.12
H 3.1084 -1.1535 -3.2652 0.12
H 5.0611 -3.2804 -4.3524 0.11
H 3.8385 -4.4810 -4.7283 0.12
H 4.3633 -4.7392 -2.4361 0.12
H 2.7033 -4.1112 -2.5842 0.13
H 2.1835 -2.6098 -1.1439 0.08
H 3.3982 -1.5333 -0.4487 0.09
H 3.3827 -3.2478 0.0138 0.09
C -0.2661 6.1734 4.3904 -0.12
O -0.8720 5.0564 4.9944 -0.19
C -2.2856 5.1206 5.0534 -0.20
C -2.9416 3.8001 4.7026 -0.19
O -2.8690 3.4260 3.3417 -0.12
C -1.6176 3.0209 2.7930 -0.17
C -1.0777 1.7009 3.2962 -0.19
O -0.6055 1.8109 4.6356 -0.20
C -0.9331 0.7000 5.4412 -0.11
H -0.2239 7.0224 5.0840 0.08
H 0.7499 5.8909 4.1180 0.09
H -0.7940 6.4728 3.4785 0.09
H -2.6687 5.8990 4.3839 0.12
H -2.5668 5.3812 6.0834 0.12
H -4.0106 3.9203 4.9015 0.13
H -2.5895 2.9989 5.3545 0.12
H -0.8750 3.8156 2.8867 0.11
H -1.8108 2.8947 1.7257 0.13
H -0.2315 1.4095 2.6644 0.13
H -1.8555 0.9371 3.2040 0.12
H -1.9588 0.3613 5.2637 0.09
H -0.8493 1.0112 6.4837 0.08
H -0.2430 -0.1308 5.2622 0.09
```

Calculated values
Total charge: -1
LUMO level in eV: 2.5
Frontier orbital gap in Eh: 0.34165
2S+1: 1